# CH5BS

A cluster of 2 separate species, CH5BS in total (the ωB97M-V functional and the def2-TZVPD basis, the Open Molecules 2025 dataset).

Values from the calculation:
Energy above the lowest of the compared OMol25 structures with the same formula, charge and spin (kJ/mol): 351.82
HOMO level (eV): -8.38
Kohn-Sham gap (eV): 8.77
Largest force on an atom (Eh/bohr): 0.1171

Each line ends with the natural charge from an NBO analysis.
CARTESIAN COORDINATES (ANGSTROEM)
H -2.7791 0.5827 0.0359  0.14
C 1.4802 -0.6712 0.0030  -0.66
B -0.5847 0.8547 -0.0373  0.24
H 0.6894 -1.4528 0.0060  0.20
H 2.0206 -0.5188 -0.8458  0.18
H -0.9656 1.8734 0.1733  -0.11
H 1.9788 -0.3171 0.8005  0.18
S -1.8397 -0.3509 -0.1357  -0.16

=====

# C9H18Br6N3O

A cluster of 4 separate species, C9H18Br6N3O in total (the ωB97M-V functional and the def2-TZVPD basis, the Open Molecules 2025 dataset).

Values from the calculation:
Total charge: +1
HOMO level (eV): -12.05
Kohn-Sham gap (eV): 7.47
Largest force on an atom (Eh/bohr): 0.0373

Each line ends with the natural charge from an NBO analysis.
CARTESIAN COORDINATES (ANGSTROEM)
H 1.4212 0.4101 -0.3513  0.47
C -1.4459 -0.6518 -1.6079  0.07
Br 3.6622 -0.6712 -0.1271  0.00
Br -4.1657 -4.6420 -0.8185  -0.01
Br 2.2107 -1.8116 3.0526  -0.01
Br -1.4843 -6.1224 -2.8691  -0.01
H 4.3240 -0.6785 3.6488  0.24
N 0.5610 0.4583 0.2181  -0.74
N -0.7684 0.6108 -1.7172  -0.61
N -1.4839 1.7732 0.3276  -0.36
C 0.9823 5.1288 1.7710  -0.45
Br -0.8122 5.5942 1.1692  -0.01
Br 1.8797 3.8476 -0.6189  -0.04
H -3.5247 -6.2181 -4.2553  0.24
C -3.4059 -6.0731 -3.1818  -0.45
H -5.0093 -4.6430 -3.1398  0.24
H 4.6128 -1.8873 2.3801  0.25
H 3.0085 5.2575 1.0677  0.24
H 0.9326 4.1090 2.1474  0.23
C 3.8907 0.0422 1.6739  -0.44
H -1.2826 2.7824 0.1771  0.42
H -2.3228 1.8356 2.0389  0.51
C -2.0587 -1.6915 -1.4502  -0.19
H 3.0617 0.7243 1.8539  0.22
C -0.5241 0.9627 -0.3271  0.75
H -3.3983 -3.8980 -3.0737  0.23
C 3.9738 -1.0636 2.6915  -0.45
O -1.4824 1.4857 1.6868  -0.56
H 0.5142 0.0552 1.1654  0.46
H 4.8206 0.6094 1.6394  0.24
H -3.8356 -6.9224 -2.6549  0.24
H -1.4172 1.3269 -2.0818  0.41
C 1.9956 5.3039 0.6685  -0.44
H -2.5003 -2.6274 -1.0530  0.28
C -3.9944 -4.7525 -2.7582  -0.44
H 1.1929 5.8070 2.5976  0.25
H 1.8723 6.2294 0.1100  0.25

=====

# C7H22O10V

A structure of composition C7H22O10V (the ωB97M-V functional and the def2-TZVPD basis, the Open Molecules 2025 dataset).

Values from the calculation:
2S+1: 2
HOMO level (spin up / spin down) (eV): -9.83 / -9.83
Kohn-Sham gap (spin up / spin down) (eV): 8.68 / 7.36
Largest force on an atom (Eh/bohr): 0.0820

Each line ends with the natural charge from an NBO analysis.
CARTESIAN COORDINATES (ANGSTROEM)
O 15.8422 -27.8825 19.4560  -0.74
H 15.2511 -26.3659 19.7322  0.52
H 18.7269 -26.2699 24.2211  0.21
H 19.4034 -23.9588 21.6696  0.24
H 15.9243 -24.5744 15.4576  0.48
H 15.9376 -28.7007 19.9490  0.49
C 16.3673 -27.2782 17.1263  -0.63
H 17.3134 -21.0771 18.6945  0.50
H 17.3774 -27.0876 17.4887  0.22
C 14.3005 -28.5780 17.6414  -0.65
O 14.8695 -25.4883 19.7508  -0.95
O 17.6649 -21.6432 19.3817  -0.90
H 13.8074 -27.6845 17.2585  0.21
O 17.6017 -24.6557 19.9672  -0.49
H 17.9829 -24.8299 23.7939  0.22
C 20.1321 -23.7470 22.4520  -0.65
C 18.9188 -25.1969 24.2154  -0.66
O 21.1453 -24.5175 24.5238  -0.71
C 20.2759 -24.8831 23.4986  0.10
O 14.0092 -21.5376 21.5059  -0.29
C 14.8270 -22.1738 20.8412  0.89
H 21.1501 -23.6071 22.0883  0.20
O 16.5951 -23.8761 17.7444  -0.49
H 20.7259 -25.7598 23.0327  0.17
H 16.4971 -27.6880 16.1246  0.23
H 15.8872 -26.3009 17.1760  0.21
H 16.3620 -29.1459 17.9464  0.16
H 14.3662 -29.2869 16.8160  0.22
H 18.9022 -24.9249 25.2708  0.22
V 16.4493 -23.6732 19.3032  1.49
H 17.1933 -24.6262 14.6337  0.47
H 13.5582 -28.9153 18.3647  0.22
H 18.5886 -21.4000 19.4439  0.51
H 21.0560 -23.5667 24.6213  0.46
O 15.7487 -22.7289 21.4623  -0.62
H 13.9265 -25.6380 19.8190  0.50
O 16.3278 -25.0266 14.7167  -0.94
O 14.6612 -22.3693 19.6458  -0.71
C 15.7046 -28.2901 18.1001  0.08
H 19.8605 -22.7850 22.8869  0.20